## one
ORCA calculation (ωB97M-V with the def2-TZVPD basis set) on the ion C6H11O with charge -1.

```
! wB97M-V def2-TZVPD RIJCOSX def2/J DEFGRID3
* xyz -1 1
C 3.03 0.99 -0.89
C 1.71 0.91 -0.80
C 0.82 0.94 0.39
C -0.68 1.08 0.19
C -1.35 -0.22 -0.31
C -1.53 -1.25 0.83
O -1.88 -2.49 0.34
H 3.74 1.13 -0.08
H 3.52 0.89 -1.85
H 1.19 0.78 -1.73
H 1.24 1.53 1.20
H 0.99 -0.08 0.80
H -0.92 1.97 -0.41
H -1.14 1.32 1.16
H -0.73 -0.69 -1.06
H -2.36 -0.03 -0.65
H -0.58 -1.32 1.42
H -2.39 -0.95 1.47
*
```

Results
SMILES: C=CCCCC[O-]
E_HOMO (eV): -2.01

Atomic partial charges in e from the Löwdin method, atoms 1 to 5:
1 C -0.04
2 C -0.19
3 C -0.24
4 C -0.24
5 C -0.23

---

## two
ORCA calculation (ωB97M-V with the def2-TZVPD basis set) on the ion C6H11O with charge -1.

```
! wB97M-V def2-TZVPD RIJCOSX def2/J DEFGRID3
* xyz -1 1
C -2.08 -2.28 1.13
C -0.87 -1.74 1.37
C 0.11 -1.42 0.28
C 1.05 -0.19 0.45
C 0.35 1.10 -0.01
C 1.08 2.02 -1.08
O 0.24 2.34 -2.07
H -2.76 -1.87 0.39
H -2.46 -3.00 1.87
H -0.53 -1.40 2.35
H 0.71 -2.28 -0.06
H -0.58 -1.09 -0.53
H 1.57 -0.10 1.40
H 1.89 -0.39 -0.27
H -0.59 0.89 -0.51
H 0.03 1.72 0.85
H 2.00 1.43 -1.32
H 1.48 2.94 -0.58
*
```

Results
SMILES: C=CCCCC[O-]
E_HOMO (eV): -2.13

Atomic partial charges in e from the Löwdin method, atoms 1 to 5:
1 C -0.03
2 C -0.20
3 C -0.23
4 C -0.23
5 C -0.22

---

Winner for stability: one

---

## one
ORCA calculation (ωB97M-V with the def2-TZVPD basis set) on a cluster of 8 separate species, C30H83N7O9 in total.

```
! wB97M-V def2-TZVPD RIJCOSX def2/J DEFGRID3
* xyz 0 1
C -1.29 -4.17 8.80
O -0.48 -3.18 8.14
C -1.26 -2.07 7.68
C -1.69 -2.28 6.18
C -0.68 -2.25 5.12
N -2.70 -1.36 5.91
H -0.72 -5.01 9.21
H -2.14 -4.54 8.22
H -1.74 -3.75 9.70
H -2.10 -1.93 8.37
H -0.63 -1.18 7.71
H -2.25 -3.20 6.01
H -1.13 -2.69 4.22
H 0.03 -3.05 5.31
H -0.27 -1.26 4.95
H -2.29 -0.46 6.08
H -2.78 -1.39 4.90
C -3.80 1.41 -3.62
O -2.63 1.40 -4.46
C -2.68 0.46 -5.63
C -3.88 0.73 -6.60
C -3.92 -0.26 -7.83
N -3.86 2.03 -7.08
H -4.36 0.47 -3.63
H -4.47 2.19 -4.00
H -3.41 1.73 -2.66
H -1.72 0.57 -6.14
H -2.69 -0.58 -5.33
H -4.79 0.69 -6.01
H -3.72 -1.28 -7.50
H -3.12 -0.09 -8.55
H -4.84 -0.10 -8.39
H -3.67 2.63 -6.28
H -3.04 2.22 -7.62
C 1.50 -3.88 -4.00
O 1.81 -2.49 -4.02
C 2.71 -2.05 -5.07
C 4.24 -2.37 -4.87
C 4.77 -1.53 -3.70
N 4.92 -1.99 -6.06
H 1.18 -4.32 -4.95
H 0.62 -4.11 -3.41
H 2.31 -4.50 -3.62
H 2.40 -2.39 -6.06
H 2.62 -0.97 -5.21
H 4.37 -3.42 -4.62
H 5.70 -1.97 -3.33
H 3.99 -1.47 -2.94
H 4.97 -0.51 -4.02
H 4.77 -1.00 -6.22
H 4.49 -2.43 -6.86
C -5.00 -3.94 -3.55
O -5.01 -3.07 -2.43
C -4.60 -3.73 -1.21
C -4.60 -2.68 -0.13
C -5.91 -1.86 0.06
N -3.49 -1.77 -0.41
H -3.96 -4.22 -3.76
H -5.45 -3.53 -4.45
H -5.52 -4.86 -3.31
H -5.21 -4.59 -0.93
H -3.60 -4.17 -1.31
H -4.34 -3.08 0.85
H -5.93 -1.20 0.92
H -6.72 -2.52 0.39
H -6.27 -1.47 -0.89
H -3.63 -1.37 -1.33
H -2.70 -2.40 -0.51
C -1.41 3.87 7.60
O -1.65 2.89 6.60
C -1.80 3.36 5.22
C -3.01 4.26 4.92
C -4.39 3.75 5.20
N -2.83 4.59 3.49
H -2.15 4.64 7.82
H -0.47 4.37 7.37
H -1.31 3.30 8.53
H -0.83 3.82 5.02
H -1.82 2.51 4.54
H -2.90 5.22 5.42
H -4.74 3.38 4.24
H -5.08 4.50 5.59
H -4.42 2.92 5.90
H -2.71 3.70 3.03
H -1.95 5.07 3.37
C 7.27 0.98 2.62
O 6.82 -0.37 2.73
C 7.17 -1.03 4.01
C 6.79 -2.48 4.11
C 5.35 -2.88 4.42
N 7.74 -3.20 4.96
H 6.86 1.65 3.38
H 6.86 1.26 1.65
H 8.34 1.14 2.55
H 8.23 -0.93 4.23
H 6.67 -0.52 4.84
H 6.91 -3.03 3.18
H 4.67 -2.27 3.83
H 5.10 -2.73 5.46
H 5.21 -3.94 4.19
H 7.63 -4.19 4.78
H 8.56 -2.86 4.47
C 3.66 3.46 -3.03
O 3.14 4.00 -4.23
C 1.75 4.37 -4.00
C 1.21 5.00 -5.35
C 1.57 6.52 -5.40
N -0.19 4.81 -5.40
H 4.74 3.44 -3.14
H 3.26 2.48 -2.78
H 3.41 4.02 -2.13
H 1.13 3.50 -3.78
H 1.58 5.12 -3.23
H 1.59 4.43 -6.20
H 1.41 6.94 -6.40
H 2.60 6.59 -5.05
H 0.97 7.11 -4.71
H -0.42 4.07 -4.75
H -0.68 5.59 -4.99
O -0.58 0.74 1.13
C 0.48 0.79 0.17
C 1.17 -0.55 0.27
O 0.45 -1.55 -0.41
H -1.12 0.02 0.77
H 0.10 0.91 -0.84
H 1.20 1.58 0.35
H 1.41 -0.85 1.30
H 2.10 -0.43 -0.27
H 0.64 -1.46 -1.35
*
```

Results
SMILES: COC[C@H](C)N.COC[C@H](C)N.COC[C@H](C)N.COC[C@H](C)N.COC[C@H](C)N.COC[C@H](C)N.COC[C@H](C)N.OCCO
E_HOMO (eV): -9.08

Atomic partial charges in e from the Löwdin method, atoms 1 to 5:
1 C -0.10
2 O -0.19
3 C -0.16
4 C -0.51
5 C -0.07

---

## two
ORCA calculation (ωB97M-V with the def2-TZVPD basis set) on a cluster of 8 separate species, C30H83N7O9 in total.

```
! wB97M-V def2-TZVPD RIJCOSX def2/J DEFGRID3
* xyz 0 1
C -28.58 0.51 2.43
O -28.78 1.59 3.27
C -27.67 1.88 4.14
C -27.78 3.00 5.14
C -27.90 4.41 4.38
N -26.55 2.95 5.92
H -28.13 -0.43 2.83
H -27.81 0.87 1.69
H -29.56 0.25 2.01
H -27.35 1.03 4.75
H -26.88 2.04 3.49
H -28.67 2.87 5.83
H -26.97 4.75 4.00
H -28.26 5.05 5.16
H -28.66 4.26 3.66
H -26.62 2.02 6.31
H -26.78 3.46 6.80
C -27.48 3.61 0.86
O -27.09 3.40 -0.48
C -28.06 3.98 -1.35
C -27.44 3.75 -2.73
C -28.35 4.04 -3.95
N -26.91 2.44 -2.77
H -27.54 4.70 1.10
H -26.87 3.20 1.61
H -28.46 3.17 1.01
H -29.01 3.52 -1.31
H -28.16 5.02 -1.04
H -26.52 4.39 -2.72
H -29.18 3.29 -4.07
H -27.77 4.02 -4.93
H -28.74 4.99 -3.87
H -27.61 1.78 -2.58
H -26.36 2.42 -1.91
C -25.49 1.03 -7.87
O -24.97 0.06 -6.92
C -25.06 -1.25 -7.38
C -24.29 -2.25 -6.51
C -24.74 -2.26 -5.16
N -22.98 -1.62 -6.58
H -25.15 1.98 -7.50
H -26.57 1.07 -7.89
H -25.22 0.86 -8.91
H -26.13 -1.53 -7.49
H -24.61 -1.30 -8.42
H -24.11 -3.28 -6.86
H -24.01 -2.87 -4.71
H -25.69 -2.68 -4.99
H -24.71 -1.33 -4.65
H -23.25 -0.63 -6.63
H -22.51 -1.82 -7.48
C -28.43 -0.10 -1.27
O -27.90 -1.12 -2.06
C -27.08 -0.67 -3.11
C -28.01 -0.17 -4.25
C -28.57 -1.29 -5.05
N -27.27 0.57 -5.26
H -29.02 0.66 -1.74
H -27.69 0.37 -0.70
H -29.06 -0.48 -0.48
H -26.29 0.09 -2.85
H -26.51 -1.56 -3.33
H -28.87 0.37 -3.98
H -28.88 -2.12 -4.47
H -27.87 -1.81 -5.69
H -29.49 -1.01 -5.55
H -26.50 0.11 -5.60
H -27.01 1.44 -4.82
C -26.08 -5.14 -3.80
O -26.16 -4.60 -2.54
C -27.46 -4.44 -2.01
C -27.22 -3.95 -0.56
C -28.55 -3.43 0.12
N -26.41 -2.75 -0.75
H -25.13 -5.19 -4.37
H -26.74 -4.56 -4.37
H -26.39 -6.23 -3.70
H -28.12 -3.79 -2.64
H -27.85 -5.42 -2.15
H -26.74 -4.76 0.09
H -29.24 -4.31 0.24
H -29.03 -2.78 -0.57
H -28.48 -2.88 1.06
H -26.93 -1.98 -1.22
H -25.72 -2.99 -1.46
C -24.53 -4.43 -10.94
O -25.02 -5.16 -9.79
C -26.17 -4.62 -9.16
C -26.49 -5.43 -7.88
C -27.49 -4.67 -7.03
N -25.20 -5.84 -7.26
H -23.77 -5.03 -11.34
H -24.19 -3.41 -10.72
H -25.25 -4.32 -11.73
H -25.87 -3.64 -8.75
H -27.06 -4.55 -9.80
H -26.92 -6.34 -8.19
H -28.46 -4.60 -7.57
H -27.10 -3.81 -6.56
H -27.67 -5.28 -6.10
H -24.50 -5.54 -7.94
H -25.15 -6.88 -7.29
C -24.87 3.58 -5.40
O -23.65 2.96 -5.06
C -23.55 2.56 -3.68
C -23.69 1.01 -3.72
C -23.71 0.21 -2.42
N -22.61 0.38 -4.43
H -24.66 4.07 -6.32
H -25.23 4.32 -4.73
H -25.64 2.82 -5.50
H -22.56 2.85 -3.32
H -24.35 2.96 -2.99
H -24.66 0.86 -4.29
H -24.45 0.63 -1.75
H -22.86 0.35 -1.80
H -23.76 -0.89 -2.44
H -22.38 0.99 -5.19
H -22.77 -0.52 -4.83
O -26.02 -1.56 1.71
C -25.25 -0.51 1.15
C -24.62 0.27 2.30
O -24.20 -0.56 3.13
H -26.19 -2.07 0.91
H -24.53 -0.93 0.53
H -25.83 0.10 0.48
H -25.26 0.95 2.86
H -23.74 0.87 1.99
H -24.84 -1.26 3.17
*
```

Results
SMILES: COC[C@H](C)N.COC[C@H](C)N.COC[C@H](C)N.COC[C@H](C)N.COC[C@H](C)N.COC[C@H](C)N.COC[C@H](C)N.OCCO
E_HOMO (eV): -8.30

Atomic partial charges in e from the Löwdin method, atoms 1 to 5:
1 C -0.14
2 O -0.18
3 C -0.21
4 C -0.42
5 C -0.03

---

## three
ORCA calculation (ωB97M-V with the def2-TZVPD basis set) on a cluster of 8 separate species, C30H83N7O9 in total.

```
! wB97M-V def2-TZVPD RIJCOSX def2/J DEFGRID3
* xyz 0 1
C 5.21 -3.12 2.27
O 4.20 -2.41 2.92
C 3.27 -3.27 3.62
C 1.92 -2.56 3.78
C 0.95 -3.60 4.38
N 1.45 -2.04 2.51
H 5.75 -3.68 3.05
H 5.87 -2.40 1.88
H 4.81 -3.76 1.48
H 3.11 -4.20 3.12
H 3.72 -3.59 4.57
H 2.14 -1.77 4.48
H 0.46 -4.18 3.65
H 0.12 -3.16 4.92
H 1.48 -4.26 5.08
H 2.22 -1.46 2.11
H 1.21 -2.70 1.84
C 5.82 2.58 7.12
O 4.92 2.30 6.08
C 3.61 2.07 6.54
C 2.70 1.90 5.31
C 1.23 2.04 5.81
N 2.82 0.67 4.63
H 5.73 1.79 7.84
H 5.48 3.57 7.53
H 6.82 2.66 6.70
H 3.58 1.12 7.18
H 3.35 2.95 7.14
H 3.00 2.69 4.71
H 1.10 1.37 6.62
H 0.58 1.80 5.04
H 1.00 3.04 6.20
H 2.22 0.66 3.84
H 3.77 0.57 4.28
C -2.50 -4.23 -2.95
O -1.04 -4.34 -2.85
C -0.74 -4.69 -1.49
C 0.68 -4.31 -1.17
C 1.51 -5.07 -2.23
N 1.09 -4.59 0.18
H -3.00 -5.20 -2.70
H -2.74 -3.86 -3.98
H -2.84 -3.50 -2.14
H -1.49 -4.30 -0.82
H -0.89 -5.76 -1.39
H 0.86 -3.27 -1.33
H 2.56 -4.75 -2.13
H 1.14 -5.02 -3.26
H 1.54 -6.14 -1.95
H 2.05 -4.36 0.35
H 1.01 -5.55 0.48
C 5.67 0.85 -2.90
O 4.52 0.47 -2.23
C 4.57 0.88 -0.89
C 3.23 0.51 -0.25
C 2.86 1.35 0.96
N 3.25 -0.88 0.18
H 6.48 0.35 -2.39
H 5.76 1.90 -2.93
H 5.59 0.52 -3.90
H 5.41 0.45 -0.30
H 4.61 1.96 -0.75
H 2.54 0.64 -1.08
H 3.62 1.55 1.69
H 1.99 0.93 1.39
H 2.53 2.35 0.61
H 3.18 -1.65 -0.50
H 4.06 -1.05 0.80
C -1.11 -0.01 -4.15
O -1.16 -1.09 -5.05
C -0.05 -1.90 -5.22
C -0.24 -2.96 -6.29
C 1.12 -3.63 -6.47
N -0.89 -2.56 -7.53
H -2.03 0.55 -4.22
H -0.21 0.69 -4.42
H -1.04 -0.29 -3.13
H 0.83 -1.26 -5.38
H 0.25 -2.40 -4.27
H -0.81 -3.69 -5.69
H 1.08 -4.46 -7.22
H 1.46 -4.04 -5.50
H 1.87 -2.97 -6.94
H -0.31 -1.94 -8.09
H -1.66 -1.90 -7.26
C -2.53 7.76 -2.85
O -2.26 6.39 -2.91
C -2.55 5.67 -1.75
C -2.37 4.21 -2.02
C -3.16 3.87 -3.30
N -2.86 3.45 -0.88
H -2.32 8.12 -3.86
H -1.88 8.25 -2.13
H -3.53 7.93 -2.61
H -1.92 6.00 -0.98
H -3.64 5.78 -1.50
H -1.28 4.05 -2.19
H -3.14 2.83 -3.53
H -2.78 4.33 -4.20
H -4.16 4.24 -3.11
H -2.21 2.80 -0.48
H -3.72 2.94 -1.02
C -5.38 0.31 -1.29
O -5.34 1.66 -0.86
C -5.70 1.85 0.50
C -7.19 2.01 0.65
C -7.54 3.37 0.02
N -7.57 1.83 2.05
H -6.08 -0.22 -0.63
H -4.38 -0.14 -1.26
H -5.80 0.26 -2.31
H -5.49 0.99 1.11
H -5.18 2.74 0.83
H -7.63 1.22 0.05
H -8.65 3.44 -0.07
H -7.10 3.31 -0.98
H -7.22 4.20 0.61
H -8.35 2.34 2.36
H -7.70 0.85 2.28
O -0.13 0.68 2.91
C -1.43 0.49 2.39
C -1.45 0.31 0.84
O -0.86 -0.91 0.35
H 0.27 -0.18 2.97
H -1.87 -0.40 2.94
H -2.00 1.33 2.69
H -1.13 1.17 0.28
H -2.51 0.19 0.54
H -0.06 -1.22 0.85
*
```

Results
SMILES: COC[C@H](C)N.COC[C@H](C)N.COC[C@H](C)N.COC[C@H](C)N.COC[C@H](C)N.COC[C@H](C)N.COC[C@H](C)N.OCCO
E_HOMO (eV): -8.74

Atomic partial charges in e from the Löwdin method, atoms 1 to 5:
1 C -0.12
2 O -0.21
3 C -0.20
4 C -0.40
5 C -0.04

---

Winner for stability: three